## 1
Molecular formula: C3H4ClFO
Method: DFT, ωB97M-V with the def2-TZVPD basis set

Calculated values
**SMILES**: O=C[C@H](F)CCl
**HOMO level**: -0.3817 Ha
**2S+1**: 1
**HOMO-LUMO gap**: 10.9 eV
**Molar mass**: 110.52 g mol⁻¹
**Charge**: 0
**Lowest unoccupied orbital energy**: 0.54 eV

Structure (XYZ):
```
10
Properties=species:S:1:pos:R:3:nbo_charge:R:1
C 0.71596 0.08081 0.87548 -0.442
C -0.62311 0.54657 0.39925 0.075
C -1.54985 -0.33806 -0.34650 0.423
H 0.62845 -0.63724 1.68000 0.240
H 1.08216 1.05859 1.27407 0.237
H -1.27132 0.97501 1.25176 0.216
H -1.75467 0.19101 -1.39151 0.109
O -2.13140 -1.29080 0.03889 -0.484
F -0.45388 1.72228 -0.38071 -0.368
Cl 1.83492 -0.49985 -0.30991 -0.005
```

=====

## 2
Molecular formula: C3H4ClFO
Method: DFT, ωB97M-V with the def2-TZVPD basis set

Calculated values
**SMILES**: O[C@@H]1C[C@]1(F)Cl
**HOMO level**: -0.3718 Ha
**2S+1**: 1
**HOMO-LUMO gap**: 10.8 eV
**Molar mass**: 110.52 g mol⁻¹
**Charge**: 0
**Lowest unoccupied orbital energy**: 0.72 eV

Structure (XYZ):
```
10
Properties=species:S:1:pos:R:3:nbo_charge:R:1
C -1.07301 -0.61650 0.17429 0.062
C 0.09878 -1.36883 -0.50538 -0.495
C 0.04396 0.05583 -0.47041 0.253
H -1.66313 -1.14778 1.86903 0.473
H -2.12548 -0.78465 -0.20184 0.198
H 0.12425 -1.82230 -1.45673 0.244
H 0.71326 -1.94787 0.21945 0.235
O -1.13018 -0.44811 1.53693 -0.678
F -0.28852 0.59266 -1.71377 -0.335
Cl 1.18652 0.91356 0.44162 0.044
```

=====

## 3
Molecular formula: C3H4ClFO
Method: DFT, ωB97M-V with the def2-TZVPD basis set

Calculated values
**HOMO level**: -0.3693 Ha
**2S+1**: 1
**HOMO-LUMO gap**: 10.9 eV
**Molar mass**: 110.51 g mol⁻¹
**Charge**: 0
**Lowest unoccupied orbital energy**: 0.83 eV

Structure (XYZ):
```
10
Properties=species:S:1:pos:R:3:nbo_charge:R:1
C 1.21263 -0.91410 -0.07755 -0.054
C 0.21499 0.13041 -0.41070 0.573
C -1.46095 0.69758 0.56716 -0.620
O 0.13750 -1.10589 -0.98663 -0.470
F 0.58976 1.14258 -1.22072 -0.342
Cl 2.79766 -0.88447 -0.74911 0.020
H 1.12769 -1.50295 0.93271 0.211
H -1.31922 1.79090 0.75904 0.213
H -1.03935 0.10661 1.38174 0.228
H -2.26070 0.53934 -0.19594 0.240
```

=====

1 wins, 0.0318 hartree ahead of the next structure.

=====

## 1
Molecular formula: CH3Br2PS
Method: DFT, ωB97M-V with the def2-TZVPD basis set

Calculated values
**HOMO level (spin up / spin down)**: -0.3204 / -0.3277 Ha
**2S+1**: 1
**HOMO-LUMO gap (spin up / spin down)**: 6.6 / 8.0 eV
**Molar mass**: 237.88 g mol⁻¹
**Charge**: 0
**Lowest unoccupied orbital energy (spin up / spin down)**: -2.08 / -0.91 eV

Structure (XYZ):
```
8
Properties=species:S:1:pos:R:3:nbo_charge:R:1
C -0.64384 -1.79572 -2.61930 -0.375
P 0.06256 1.71719 2.40380 0.318
S 0.55285 0.03508 1.54583 -0.285
Br -1.21314 -0.60167 -1.30124 0.119
Br 0.23001 -1.04886 -4.12200 0.084
H -0.08441 -2.55902 -2.16944 0.180
H 0.04158 1.54988 3.77419 -0.023
H 1.05439 2.70313 2.48814 -0.018
```

=====

## 2
Molecular formula: CH3Br2PS
Method: DFT, ωB97M-V with the def2-TZVPD basis set

Calculated values
**HOMO level**: -0.3550 Ha
**2S+1**: 1
**HOMO-LUMO gap**: 8.6 eV
**Molar mass**: 237.88 g mol⁻¹
**Charge**: 0
**Lowest unoccupied orbital energy**: -1.04 eV

Structure (XYZ):
```
8
Properties=species:S:1:pos:R:3:nbo_charge:R:1
C -0.05687 -0.30183 -1.21693 -0.714
P 0.12937 -0.09477 1.11010 0.770
S 0.23104 -1.45982 2.42086 -0.377
Br 1.90412 1.37011 1.06634 -0.200
Br -1.58424 1.22947 1.41192 -0.143
H 0.61050 -0.92564 -1.85088 0.233
H -1.18529 -0.46850 -1.25894 0.220
H -0.04863 0.65097 -1.68246 0.211
```

=====

2 wins, 0.1218 hartree ahead of the next structure.

=====

## 1
Molecular formula: C20H60N12O8
Method: DFT, ωB97M-V with the def2-TZVPD basis set

Calculated values
**SMILES**: COC[C@H](C)N.COC[C@H](C)N.COC[C@H](C)N.COC[C@H](C)N.NC(N)=O.NC(N)=O.NC(N)=O.NC(N)=O
**HOMO level**: -0.2962 Ha
**2S+1**: 1
**HOMO-LUMO gap**: 8.2 eV
**Molar mass**: 596.78 g mol⁻¹
**Charge**: 0
**Lowest unoccupied orbital energy**: 0.17 eV

Structure (XYZ):
```
100
Properties=species:S:1:pos:R:3:mulliken_charge:R:1
C 1.71568 -0.33208 4.10076 0.437
O 2.71583 -1.02031 4.18946 -0.708
N 0.47910 -0.68888 4.10062 -0.282
N 1.89914 0.97892 3.91801 -0.280
H -0.16792 0.08666 4.10234 0.345
H 0.33770 -1.65007 3.82454 0.068
H 1.12289 1.61447 4.03468 0.197
H 2.86538 1.27286 3.90952 0.195
C 3.51607 -3.41747 0.50139 0.534
O 4.58101 -3.98042 0.30960 -0.735
N 2.44319 -4.11893 0.80849 -0.200
N 3.32632 -2.15303 0.50864 -0.264
H 2.50767 -5.11196 0.63579 0.205
H 1.68388 -3.62390 1.25403 0.197
H 2.45402 -1.72309 0.78130 0.342
H 3.84316 -1.69914 -0.23093 0.249
C -6.54892 1.45702 0.36535 0.759
O -6.48872 0.25538 0.47381 -0.639
N -5.91249 2.26541 1.10685 -0.291
N -7.30425 2.07746 -0.54425 -0.470
H -5.38101 1.85525 1.86143 0.247
H -6.39211 3.14155 1.25668 0.237
H -7.40940 3.08149 -0.57532 0.165
H -7.88377 1.42560 -1.05350 0.255
C -0.28767 -3.90220 3.29190 0.683
O 0.30317 -3.26910 2.44579 -0.685
N -1.37868 -3.59324 3.90151 -0.390
N 0.38933 -4.71991 4.07520 -0.446
H -1.76876 -4.21343 4.59672 0.155
H -1.97628 -2.89637 3.48039 0.163
H 1.39571 -4.63499 4.08426 0.248
H -0.11268 -5.38828 4.64211 0.147
C 5.82881 -3.95003 -5.52903 -1.358
C 4.39141 -3.30176 -5.30709 0.538
C 4.33443 -2.17152 -4.32557 -0.799
O 3.05375 -1.99198 -3.67643 -0.366
C 2.50945 -3.11559 -2.98096 -0.709
N 3.88847 -3.00055 -6.62852 -0.787
H 5.76235 -4.77374 -6.23978 0.355
H 6.44818 -4.14474 -4.65348 0.373
H 6.45971 -3.27462 -6.10686 0.337
H 3.79342 -4.17236 -5.03773 0.278
H 4.70156 -1.25975 -4.79672 0.393
H 5.07896 -2.40282 -3.56382 0.301
H 1.90721 -3.68575 -3.68831 0.313
H 1.86970 -2.81445 -2.15143 0.063
H 3.32569 -3.78452 -2.70821 0.411
H 4.45910 -2.19415 -6.83875 0.310
H 3.00833 -2.53170 -6.46845 0.306
C -2.69735 2.07048 5.95919 -1.676
C -2.16324 1.32996 4.78240 0.624
C -2.88207 1.69287 3.47946 -0.737
O -4.29869 1.65917 3.47330 -0.677
C -4.83949 0.43637 3.66852 -0.709
N -0.83686 1.81718 4.82143 -0.660
H -2.51110 1.50079 6.86961 0.389
H -3.77998 2.18166 5.89865 0.378
H -2.36174 3.08939 6.15226 0.386
H -2.31209 0.25032 4.80077 0.328
H -2.57217 1.13092 2.59840 0.147
H -2.57212 2.67855 3.13239 0.398
H -4.25424 -0.35549 3.20105 0.192
H -5.78065 0.60517 3.14525 0.380
H -5.09954 0.20552 4.70156 0.287
H -0.44708 1.62736 5.73365 0.260
H -0.93660 2.81682 4.71720 0.331
C 1.88367 4.04088 -2.24379 -1.458
C 1.27465 3.44418 -3.50692 1.421
C 0.10760 4.18021 -4.18571 -1.054
O -1.17612 3.85426 -3.67410 -0.241
C -2.20847 4.57148 -4.18438 -0.891
N 2.37213 3.25114 -4.48076 -0.780
H 1.08700 4.18912 -1.51479 0.351
H 2.26644 5.05068 -2.39175 0.399
H 2.65448 3.45979 -1.73753 0.346
H 0.97630 2.42454 -3.26318 -0.320
H 0.09925 3.76383 -5.19301 0.435
H 0.29771 5.24790 -4.29523 0.371
H -3.10247 4.23085 -3.66204 0.287
H -2.24742 4.75646 -5.25787 0.324
H -2.23815 5.58111 -3.77467 0.345
H 2.56731 4.12395 -4.95003 0.246
H 3.23360 2.95448 -4.04491 0.251
C 1.69790 0.34153 -1.05058 -0.445
C 0.57637 0.27497 0.01585 0.064
C -0.76879 -0.03067 -0.67195 -1.004
O -1.78768 0.03541 0.38668 -0.233
C -3.12154 0.35907 -0.05425 -1.056
N 0.88329 -0.84512 0.84584 0.346
H 1.46025 1.15926 -1.73098 -0.378
H 1.71668 -0.63380 -1.53687 -0.208
H 2.63735 0.62692 -0.57720 0.438
H 0.78423 1.11883 0.67372 0.546
H -0.79464 -1.02431 -1.11928 0.330
H -1.02101 0.71589 -1.42504 0.732
H -3.77124 -0.15840 0.65159 0.185
H -3.22711 0.11269 -1.11078 0.638
H -3.15593 1.44792 -0.01781 0.289
H 0.77427 -0.57131 1.81188 -0.537
H 0.22845 -1.59580 0.67918 0.226
```

=====

## 2
Molecular formula: C20H60N12O8
Method: DFT, ωB97M-V with the def2-TZVPD basis set

Calculated values
**SMILES**: COC[C@H](C)N.COC[C@H](C)N.COC[C@H](C)N.COC[C@H](C)N.NC(N)=O.NC(N)=O.NC(N)=O.NC(N)=O
**HOMO level**: -0.3265 Ha
**2S+1**: 1
**HOMO-LUMO gap**: 9.2 eV
**Molar mass**: 596.78 g mol⁻¹
**Charge**: 0
**Lowest unoccupied orbital energy**: 0.28 eV

Structure (XYZ):
```
100
Properties=species:S:1:pos:R:3:mulliken_charge:R:1
C 34.61871 -0.65966 -19.73240 -1.330
C 34.16492 -1.97986 -19.15313 0.590
C 32.92231 -1.88072 -18.29287 0.157
O 33.26209 -1.66650 -16.94282 -0.423
C 32.19682 -1.13250 -16.18905 -0.651
N 34.14551 -3.03124 -20.19704 -0.789
H 34.80746 0.04932 -18.91916 0.284
H 33.95572 -0.10190 -20.39755 0.284
H 35.56089 -0.81091 -20.26432 0.371
H 34.93266 -2.29410 -18.42725 0.147
H 32.29413 -2.78329 -18.32791 0.284
H 32.28623 -1.08131 -18.70493 -0.391
H 31.23426 -1.45766 -16.60317 0.406
H 32.14638 -0.04400 -16.35033 0.229
H 32.35255 -1.33376 -15.13566 0.204
H 34.08000 -3.94867 -19.76164 0.282
H 35.09793 -3.04574 -20.55449 0.283
C 31.84979 8.03978 -13.39954 -1.410
C 30.35111 7.92685 -13.26034 0.620
C 29.90723 6.57937 -12.69605 -0.809
O 30.24798 5.57709 -13.65928 -0.310
C 30.20086 4.24524 -13.15335 -0.075
N 29.86166 9.01206 -12.38051 -0.708
H 32.20859 8.93966 -13.88866 0.383
H 32.22426 7.20320 -14.00370 0.274
H 32.34254 7.82992 -12.44535 0.352
H 29.81458 8.03775 -14.20325 0.205
H 28.82109 6.52916 -12.55043 0.290
H 30.40919 6.30552 -11.75867 0.450
H 29.93270 3.57475 -13.96735 -0.351
H 29.44437 4.13378 -12.37263 0.467
H 31.22146 4.02117 -12.84436 0.139
H 28.87231 8.85905 -12.22243 0.263
H 30.32713 9.05113 -11.48361 0.262
C 29.12899 5.42438 -22.93905 -1.274
C 30.20848 4.63699 -22.10977 0.375
C 29.65600 3.22197 -21.91620 -0.893
O 30.57842 2.43966 -21.20503 -0.270
C 30.05499 1.15862 -20.95327 0.291
N 31.46323 4.56108 -22.86432 -0.670
H 29.61465 6.01388 -23.71016 0.392
H 28.61300 6.13452 -22.28549 0.292
H 28.38700 4.74901 -23.36347 0.330
H 30.35988 5.05297 -21.11502 0.395
H 29.42802 2.81860 -22.91163 0.388
H 28.71549 3.35992 -21.36611 0.368
H 30.11368 0.53372 -21.84974 0.358
H 29.07068 1.20006 -20.47078 -0.064
H 30.62616 0.61222 -20.19367 -0.485
H 31.35319 3.93983 -23.65835 0.232
H 31.70009 5.46184 -23.26007 0.232
C 24.49701 3.27827 -16.92757 -0.982
C 24.42680 4.24730 -15.75464 0.866
C 25.14372 5.57385 -16.02253 -0.980
O 26.55152 5.42470 -16.08344 -0.377
C 27.19723 5.76250 -14.88202 -0.771
N 23.01334 4.47071 -15.43907 -0.746
H 25.51325 2.98841 -17.19727 -0.083
H 23.98567 3.59341 -17.83753 0.347
H 24.00747 2.36028 -16.59118 0.376
H 24.86441 3.79180 -14.86207 0.122
H 24.80433 6.34622 -15.32150 0.448
H 24.84777 5.98147 -16.99685 0.276
H 27.03925 6.78144 -14.50232 0.369
H 28.27174 5.59225 -14.91527 0.193
H 26.77820 5.15241 -14.06386 0.337
H 22.84817 5.25466 -14.81760 0.255
H 22.48445 4.69442 -16.27615 0.268
C 30.21899 0.01983 -13.35156 0.540
O 30.65426 1.15685 -13.47141 -0.598
N 30.36899 -0.73940 -12.21578 -0.499
N 29.47295 -0.56597 -14.34324 -0.304
H 30.20951 -1.71934 -12.36424 0.183
H 30.98188 -0.38256 -11.50719 0.249
H 29.24813 0.08378 -15.08146 0.148
H 29.00406 -1.43466 -14.17746 0.175
C 33.03613 2.69110 -15.52753 0.624
O 31.91278 2.71763 -16.01500 -0.672
N 34.17587 2.67248 -16.29669 -0.529
N 33.21777 2.54126 -14.19067 -0.305
H 34.07392 2.94233 -17.26348 0.271
H 35.00181 3.11258 -15.91605 0.213
H 32.36274 2.27034 -13.71932 0.180
H 34.12747 2.42216 -13.78968 0.199
C 24.70712 0.33351 -19.96600 0.488
O 23.79628 0.14353 -20.76483 -0.691
N 24.68718 -0.18154 -18.69697 -0.281
N 25.84256 1.02645 -20.25366 -0.170
H 23.98745 -0.76962 -18.29514 0.176
H 25.47920 0.06141 -18.12143 0.160
H 26.37226 1.33317 -19.44689 0.355
H 26.02314 1.39000 -21.16685 0.134
C 28.53811 1.94656 -17.35559 0.225
O 27.62175 1.51318 -18.04506 -0.845
N 28.40200 3.03302 -16.53199 0.250
N 29.69956 1.27261 -17.09103 0.257
H 27.55616 3.57742 -16.47718 0.092
H 29.17624 3.33389 -15.96451 -0.118
H 30.47297 1.63538 -16.55960 0.111
H 29.73148 0.41683 -17.62092 0.082
```

=====

2 wins, 0.1727 hartree ahead of the next structure.